# 1
Computed, not measured: a 5-piece molecular cluster, C11H32N2O5 overall, with ωB97M-V/def2-TZVPD.

Summary:
**Largest force on an atom**: 1.7 eV Å⁻¹
**Charge**: 0
**Energy relative to the best compared isomer or geometry (same formula, charge and spin)**: 0.000 eV
**Calculated total energy**: -25143.639 eV
**SMILES string**: NC(N)=O.CC(C)O.CC(C)O.CC(C)O.CO
**Kohn-Sham gap**: 10.681 eV

Geometry as XYZ:
```
50
Properties=species:S:1:pos:R:3:lowdin_charge:R:1
C 1.32 0.68 -0.27 -0.19
O 1.37 1.95 -0.85 -0.11
H 0.31 0.30 -0.16 0.06
H 1.87 -0.05 -0.89 0.07
H 1.86 0.63 0.69 0.08
H 2.26 2.13 -1.16 0.06
C 4.85 3.62 -0.82 -0.68
O 4.85 2.62 -1.52 0.03
N 4.77 3.48 0.56 0.14
N 4.95 4.90 -1.26 0.15
H 4.90 2.57 0.94 0.10
H 4.53 4.23 1.19 0.09
H 5.16 5.66 -0.64 0.10
H 5.02 5.09 -2.24 0.10
C -3.11 -1.53 3.53 -0.06
C -1.67 -1.97 3.68 -0.49
C -0.75 -1.28 2.72 -0.07
O -1.26 -1.67 5.03 -0.06
H -3.77 -2.05 4.23 0.08
H -3.48 -1.70 2.52 0.07
H -3.22 -0.45 3.70 0.08
H -1.61 -3.05 3.61 0.14
H 0.27 -1.62 2.91 0.09
H -0.76 -0.20 2.90 0.09
H -1.02 -1.45 1.68 0.08
H -0.59 -0.99 5.03 0.07
C -3.08 0.74 -1.54 -0.05
C -3.44 1.02 -0.07 -0.49
C -2.62 2.18 0.46 -0.06
O -4.81 1.40 0.09 -0.05
H -3.71 1.32 -2.21 0.08
H -3.23 -0.31 -1.79 0.07
H -2.04 1.02 -1.71 0.07
H -3.22 0.08 0.45 0.12
H -1.55 1.95 0.43 0.06
H -2.92 2.49 1.45 0.08
H -2.76 3.03 -0.22 0.09
H -5.30 0.66 0.45 0.08
C 1.25 -3.50 -1.38 -0.06
C 0.55 -3.25 -2.72 -0.49
C 0.78 -1.85 -3.25 -0.05
O 0.95 -4.25 -3.66 -0.06
H 1.16 -2.68 -0.67 0.06
H 2.31 -3.69 -1.55 0.08
H 0.89 -4.43 -0.93 0.08
H -0.52 -3.43 -2.57 0.13
H 0.05 -1.60 -4.01 0.08
H 1.80 -1.69 -3.59 0.09
H 0.64 -1.12 -2.45 0.05
H 1.74 -3.94 -4.11 0.08
```

---

# 2
Computed, not measured: C11H34BN3P2SeSm as an isolated structure, with ωB97M-V/def2-TZVPD.

Summary:
**Largest force on an atom**: 4.6 eV Å⁻¹
**Spin multiplicity**: 7
**Charge**: +2
**<S²>**: 12.012
**Energy relative to the best compared isomer or geometry (same formula, charge and spin)**: 1.997 eV
**Calculated total energy**: -118915.073 eV
**Kohn-Sham gap (alpha / beta)**: 5.504 / 5.105 eV

Geometry as XYZ:
```
53
Properties=species:S:1:pos:R:3:lowdin_charge:R:1
Sm -0.52 -0.01 0.78 1.09
H 0.72 0.20 -2.68 -0.05
H 0.67 -1.57 1.13 -0.04
P 0.26 -2.80 0.14 0.83
P 0.12 2.81 -0.14 0.74
C 1.88 3.34 -0.05 -0.27
H 1.99 4.42 -0.25 0.06
H 2.27 3.12 0.95 0.03
H 2.47 2.77 -0.78 0.05
C -0.27 3.41 -1.84 -0.26
H -1.35 3.42 -2.01 0.05
H 0.10 4.43 -2.02 0.07
H 0.18 2.75 -2.60 0.03
C -0.71 4.12 0.85 -0.27
H -0.70 3.84 1.92 0.03
H -0.20 5.09 0.73 0.06
H -1.75 4.21 0.54 0.06
C 0.70 -3.11 -1.63 -0.18
H 1.27 -4.05 -1.73 0.08
H -0.20 -3.16 -2.27 0.07
H 1.31 -2.27 -2.00 0.05
C 1.50 -3.64 1.17 -0.23
H 1.21 -3.51 2.22 0.04
H 1.72 -4.70 1.03 0.08
H 2.44 -3.08 1.03 0.07
C -1.40 -3.59 0.35 -0.19
H -2.03 -3.39 -0.54 0.07
H -1.32 -4.68 0.50 0.09
H -1.90 -3.14 1.23 0.03
H -2.28 -0.31 -1.52 0.04
H -1.99 1.35 -1.67 0.03
H -0.80 0.98 -3.69 0.03
H -0.80 -1.00 -3.12 0.00
B -0.60 0.15 -2.81 -0.56
N -1.57 0.42 -1.64 -0.17
H 1.95 0.17 -3.57 -0.02
H 2.70 0.21 -3.65 0.06
C 0.76 0.90 3.17 -0.07
N 0.06 -0.39 3.29 -0.24
C 0.57 -1.38 4.12 -0.04
C -0.44 -2.17 4.49 0.00
N -1.60 -1.64 3.96 -0.11
C -2.95 -2.15 4.22 0.00
C -1.34 -0.48 3.31 -0.77
Se -2.58 0.72 2.61 0.76
H 0.09 1.67 2.70 0.03
H 1.67 0.77 2.55 0.11
H 1.10 1.28 4.16 0.14
H 1.61 -1.42 4.38 0.15
H -0.45 -3.05 5.09 0.15
H -3.01 -3.21 3.94 0.11
H -3.19 -2.06 5.30 0.13
H -3.66 -1.55 3.62 0.06
```

---

# 3
Computed, not measured: a 5-piece molecular cluster, C11H34NO5PS5Si overall, with ωB97M-V/def2-TZVPD.

Summary:
**Largest force on an atom**: 3.9 eV Å⁻¹
**Charge**: 0
**Calculated total energy**: -95024.445 eV
**Kohn-Sham gap**: 8.493 eV

Geometry as XYZ:
```
58
Properties=species:S:1:pos:R:3:lowdin_charge:R:1
C 1.28 -0.71 3.55 -0.04
C 1.19 0.35 4.73 -0.47
O 1.74 0.03 5.82 0.01
N 0.54 1.66 4.67 -0.25
C 0.88 2.43 3.43 -0.16
Si -1.21 1.59 4.99 0.46
P -2.47 1.28 3.19 0.14
S -1.67 0.17 1.81 0.10
H 0.28 -1.23 3.32 0.05
H 1.76 -0.27 2.60 0.08
H 1.99 -1.54 3.89 0.09
H 0.20 2.25 2.55 0.01
H 0.78 3.55 3.70 0.10
H 1.97 2.26 3.16 0.09
H -1.45 0.63 6.07 -0.04
H -1.59 2.93 5.52 -0.06
H -3.66 0.59 3.66 -0.05
H -2.90 2.58 2.70 -0.04
C 2.42 3.01 -1.36 -0.26
S 1.08 1.94 -0.76 0.82
O 1.11 2.00 0.73 -0.60
C 1.85 0.39 -1.26 -0.25
H 2.17 4.04 -1.12 0.06
H 3.35 2.73 -0.87 0.00
H 2.51 2.90 -2.44 0.05
H 2.82 0.28 -0.78 0.04
H 1.96 0.37 -2.35 0.06
H 1.19 -0.43 -0.95 0.04
C -3.03 -3.73 -1.62 -0.26
S -2.05 -2.29 -2.08 0.80
O -0.95 -2.15 -1.07 -0.58
C -3.31 -1.07 -1.69 -0.27
H -2.41 -4.63 -1.75 0.05
H -3.33 -3.65 -0.57 0.06
H -3.91 -3.80 -2.26 0.04
H -3.60 -1.15 -0.64 0.04
H -4.18 -1.22 -2.33 0.04
H -2.90 -0.07 -1.87 0.05
C -5.03 -4.23 -5.72 -0.27
S -4.05 -2.79 -6.18 0.81
O -2.96 -2.65 -5.17 -0.57
C -5.32 -1.57 -5.79 -0.27
H -4.42 -5.13 -5.85 0.05
H -5.34 -4.15 -4.67 0.05
H -5.91 -4.30 -6.36 0.05
H -5.61 -1.66 -4.74 0.05
H -6.19 -1.72 -6.43 0.05
H -4.91 -0.57 -5.97 0.05
C 6.80 1.14 0.40 -0.26
S 5.30 2.01 0.91 0.79
O 5.49 3.46 0.58 -0.54
C 5.58 1.83 2.69 -0.26
H 6.85 1.17 -0.69 0.05
H 7.68 1.63 0.82 0.06
H 6.75 0.11 0.74 0.05
H 6.54 2.28 2.96 0.06
H 5.57 0.77 2.95 0.06
H 4.78 2.34 3.21 0.05
```

---

# 4
Computed, not measured: a 7-piece molecular cluster, C11H34NO8 overall, with ωB97M-V/def2-TZVPD.

Summary:
**Largest force on an atom**: 2.5 eV Å⁻¹
**Charge**: -1
**Energy relative to the best compared isomer or geometry (same formula, charge and spin)**: 0.778 eV
**Calculated total energy**: -29827.564 eV
**Kohn-Sham gap**: 3.859 eV

Geometry as XYZ:
```
54
Properties=species:S:1:pos:R:3:lowdin_charge:R:1
N -0.74 0.37 -0.53 0.24
H -0.58 -0.26 -1.34 0.09
H -0.86 -0.09 0.38 0.09
H -1.66 0.83 -0.77 0.06
H 0.03 1.03 -0.48 0.06
C -3.38 1.05 -2.99 -0.91
O -4.30 1.91 -3.27 -0.19
O -2.96 1.01 -1.74 -0.23
O -2.85 0.36 -3.96 -0.17
C 1.79 3.80 -2.09 -0.08
C 0.98 4.03 -0.83 -0.31
O 0.06 2.96 -0.63 -0.09
H 2.50 4.63 -2.20 0.08
H 1.13 3.94 -2.95 0.08
H 2.23 2.80 -2.14 0.06
H 0.40 4.95 -0.96 0.11
H 1.60 4.30 0.04 0.10
H -0.79 3.38 -0.49 0.10
C 1.01 1.48 2.88 -0.08
C 0.63 -0.01 2.88 -0.27
O -0.58 -0.24 2.17 -0.12
H 0.43 1.96 3.67 0.07
H 0.74 1.98 1.95 0.06
H 2.07 1.61 3.12 0.07
H 0.54 -0.35 3.91 0.10
H 1.41 -0.51 2.30 0.12
H -1.32 0.22 2.58 0.12
C -2.12 -3.46 -2.34 -0.10
C -1.40 -2.72 -3.46 -0.33
O -1.04 -1.43 -2.98 -0.17
H -2.25 -4.51 -2.66 0.06
H -3.09 -3.02 -2.15 0.08
H -1.54 -3.47 -1.42 0.06
H -1.98 -2.66 -4.38 0.11
H -0.45 -3.22 -3.71 0.09
H -1.76 -0.78 -3.27 0.03
C 3.71 1.36 -0.04 -0.07
C 3.47 0.29 -1.08 -0.32
O 2.09 -0.07 -1.10 -0.08
H 3.42 2.37 -0.32 0.05
H 4.74 1.36 0.32 0.07
H 3.12 1.04 0.83 0.06
H 4.02 -0.58 -0.69 0.11
H 3.88 0.52 -2.07 0.11
H 1.97 -0.87 -1.63 0.10
C -1.00 -2.93 4.56 -0.10
C -1.90 -3.28 3.38 -0.32
O -1.31 -3.07 2.11 -0.08
H 0.07 -3.07 4.34 0.07
H -1.18 -3.67 5.34 0.07
H -1.13 -1.91 4.90 0.06
H -2.87 -2.78 3.48 0.11
H -2.15 -4.35 3.39 0.11
H -0.85 -2.22 2.15 0.04
```

---

# 5
Computed, not measured: a 7-piece molecular cluster, C11H36N2O7 overall, with ωB97M-V/def2-TZVPD.

Summary:
**Largest force on an atom**: 11.7 eV Å⁻¹
**Charge**: 0
**Energy relative to the best compared isomer or geometry (same formula, charge and spin)**: 2.684 eV
**Calculated total energy**: -29298.947 eV
**SMILES string**: NC(N)=O.CC(C)O.CC(C)O.CO.CO.CO.CO
**Kohn-Sham gap**: 9.950 eV

Geometry as XYZ:
```
56
Properties=species:S:1:pos:R:3:lowdin_charge:R:1
C -1.78 -1.46 -1.71 -0.14
O -1.20 -2.14 -0.65 -0.14
H -1.17 -1.67 -2.62 0.10
H -1.72 -0.42 -1.41 0.05
H -2.74 -1.75 -1.87 0.05
H -0.28 -1.86 -0.57 0.02
C 1.62 3.50 1.32 -0.20
O 1.55 3.75 -0.04 -0.17
H 0.62 3.25 1.64 0.06
H 2.12 4.32 1.88 0.09
H 2.28 2.60 1.58 0.08
H 1.02 3.00 -0.45 0.03
C -1.60 -5.56 0.76 -0.17
O -1.23 -4.25 1.08 -0.16
H -2.06 -5.66 -0.26 0.09
H -2.21 -5.99 1.55 0.08
H -0.71 -6.09 0.68 0.05
H -2.00 -3.62 1.19 0.11
C -0.51 -0.08 1.72 -0.14
O 0.85 0.22 1.61 -0.16
H -0.72 -1.11 2.07 0.10
H -0.93 0.04 0.66 0.07
H -1.07 0.68 2.31 0.10
H 1.24 -0.43 0.97 0.05
C 0.79 1.06 -1.98 -0.64
O 0.05 0.94 -3.16 -0.09
N 0.32 1.48 -0.83 0.16
N 1.98 0.72 -1.92 0.16
H -0.68 1.65 -0.86 0.08
H 0.72 1.04 0.02 0.09
H 2.38 0.47 -2.83 0.16
H 2.60 1.17 -1.20 0.17
C -1.64 4.11 -0.68 -0.01
C -2.12 3.02 0.26 -0.67
C -3.27 3.46 1.13 -0.03
O -2.54 1.96 -0.27 -0.01
H -0.91 4.76 -0.30 0.07
H -2.50 4.62 -0.96 0.05
H -1.16 3.60 -1.60 0.12
H -1.36 2.66 0.88 0.10
H -3.48 2.64 1.77 0.07
H -4.21 3.66 0.60 0.09
H -3.14 4.37 1.74 0.10
H -3.28 2.19 -0.85 0.15
C 3.74 -1.75 -0.05 -0.04
C 2.40 -2.31 -0.38 -0.60
C 2.07 -3.51 0.51 -0.01
O 1.40 -1.52 -0.38 -0.03
H 3.80 -1.33 0.95 0.09
H 4.05 -0.92 -0.69 0.07
H 4.51 -2.51 -0.14 0.09
H 2.50 -2.73 -1.39 0.16
H 2.92 -4.12 0.45 0.06
H 1.15 -3.96 0.17 0.07
H 1.90 -3.33 1.55 0.09
H 1.60 -0.86 -1.03 0.06
```

---

# 6
Computed, not measured: C11H38Ca3O25P2S3 as an isolated structure, with ωB97M-V/def2-TZVPD.

Summary:
**Largest force on an atom**: 8.4 eV Å⁻¹
**Charge**: 0
**Energy relative to the best compared isomer or geometry (same formula, charge and spin)**: 32.048 eV
**Calculated total energy**: -169591.573 eV
**Kohn-Sham gap**: 2.401 eV

Geometry as XYZ:
```
82
Properties=species:S:1:pos:R:3:lowdin_charge:R:1
Ca -1.52 6.69 1.66 1.63
Ca 4.68 4.49 -0.13 1.47
Ca 0.95 1.18 -4.88 1.17
S 0.64 1.26 1.08 0.01
O 0.10 2.54 1.17 -0.37
O 2.05 1.58 1.19 -0.40
O 0.05 0.33 1.98 -0.37
O 0.45 0.84 -0.30 -0.38
S 3.07 8.95 1.90 0.05
O 3.67 9.75 2.92 -0.36
O 2.83 7.55 2.20 -0.40
O 1.78 9.44 1.46 -0.34
O 3.89 8.93 0.73 -0.33
S -0.02 6.38 -3.45 0.15
O -0.25 5.26 -4.37 -0.44
O -1.21 6.46 -2.56 -0.43
O 1.15 6.07 -2.63 -0.36
O 0.42 7.67 -3.98 -0.30
C -5.37 -0.83 4.90 -0.19
O -4.75 0.33 4.51 -0.13
H -6.43 -0.58 4.81 0.08
H -5.10 -1.57 4.15 0.08
H -5.00 -1.10 5.89 0.08
H -3.92 0.12 4.09 0.08
C -0.11 -2.90 7.21 -0.15
O 0.17 -3.48 5.92 -0.14
H -0.83 -2.08 7.22 0.07
H -0.43 -3.63 7.96 0.07
H 0.89 -2.56 7.46 0.07
H 0.19 -2.82 5.23 0.07
C 4.27 2.67 6.73 -0.15
O 4.14 1.35 6.12 -0.13
H 4.92 3.26 6.09 0.07
H 3.34 3.21 6.94 0.07
H 4.62 2.67 7.76 0.07
H 3.65 1.40 5.30 0.07
C -1.59 5.67 6.69 -0.17
O -1.56 6.81 5.86 -0.15
H -2.61 5.40 6.95 0.07
H -1.28 4.85 6.04 0.08
H -1.05 5.76 7.64 0.09
H -1.61 7.57 6.45 0.08
C 8.47 0.46 1.26 -0.16
O 7.94 1.18 0.14 -0.15
H 8.38 1.11 2.13 0.08
H 7.88 -0.45 1.35 0.08
H 9.49 0.09 1.13 0.08
H 8.14 0.59 -0.59 0.07
C -5.47 -0.93 -3.05 -0.10
O -6.00 -0.96 -4.39 -0.24
P -5.08 -1.48 -5.66 0.51
O -3.73 -0.85 -5.78 -0.28
O -6.08 -1.15 -6.94 -0.25
C -5.62 -0.79 -8.24 -0.11
O -5.11 -3.09 -5.63 -0.21
C -6.37 -3.75 -5.86 -0.11
H -4.53 -1.48 -2.93 0.09
H -6.30 -1.34 -2.48 0.09
H -5.29 0.04 -2.59 0.09
H -4.53 -0.79 -8.29 0.08
H -5.85 0.27 -8.36 0.09
H -6.07 -1.41 -9.01 0.09
H -6.54 -4.48 -5.07 0.09
H -6.38 -4.35 -6.78 0.09
H -7.27 -3.16 -6.03 0.09
C 3.78 -4.71 -1.80 -0.15
O 3.48 -5.30 -2.99 -0.24
P 2.02 -5.17 -3.74 0.53
O 1.54 -3.78 -3.87 -0.26
O 1.07 -6.22 -2.84 -0.24
C 0.29 -5.81 -1.68 -0.10
O 2.31 -6.01 -5.12 -0.20
C 2.89 -7.32 -5.01 -0.12
H 4.02 -5.44 -1.03 0.09
H 3.03 -4.01 -1.44 0.10
H 4.75 -4.24 -1.98 0.09
H 0.91 -5.78 -0.78 0.08
H -0.57 -6.41 -1.38 0.09
H -0.02 -4.77 -1.68 0.08
H 2.32 -8.03 -5.60 0.09
H 2.90 -7.72 -4.00 0.08
H 3.94 -7.46 -5.27 0.09
```

---

# 7
Computed, not measured: a 8-piece molecular cluster, C11H38N6O8 overall, with ωB97M-V/def2-TZVPD.

Summary:
**Largest force on an atom**: 9.3 eV Å⁻¹
**Charge**: 0
**Energy relative to the best compared isomer or geometry (same formula, charge and spin)**: 3.418 eV
**Calculated total energy**: -37341.187 eV
**SMILES string**: NC(N)=O.NC(N)=O.NC(N)=O.CCO.CCO.CCO.CO.CO
**Kohn-Sham gap**: 9.512 eV

Geometry as XYZ:
```
63
Properties=species:S:1:pos:R:3:lowdin_charge:R:1
C 30.96 0.01 -9.25 -0.07
C 31.02 1.37 -9.92 -0.33
O 29.73 1.93 -10.07 -0.08
H 30.36 0.05 -8.36 0.06
H 31.94 -0.25 -8.87 0.07
H 30.58 -0.76 -9.94 0.07
H 31.66 1.38 -10.83 0.12
H 31.47 2.13 -9.26 0.10
H 29.91 2.69 -10.57 -0.02
C 30.38 1.26 -13.78 -0.06
C 29.26 1.15 -14.82 -0.30
O 27.97 0.98 -14.25 -0.14
H 31.30 1.47 -14.36 0.09
H 30.52 0.27 -13.21 0.08
H 30.26 2.04 -13.01 0.05
H 29.38 0.23 -15.40 0.10
H 29.45 1.90 -15.59 0.09
H 28.02 0.06 -13.90 0.03
C 24.23 -0.66 -13.45 -0.06
C 25.00 -1.17 -14.64 -0.40
O 25.77 -2.22 -14.43 -0.07
H 23.46 0.02 -13.84 0.08
H 24.88 0.00 -12.86 0.07
H 23.80 -1.46 -12.85 0.08
H 25.71 -0.37 -15.02 0.11
H 24.41 -1.30 -15.52 0.11
H 25.27 -3.03 -14.59 0.14
C 29.09 -1.98 -13.40 -0.62
O 30.09 -2.07 -12.48 -0.11
N 27.94 -1.43 -13.16 0.15
N 29.11 -2.68 -14.54 0.16
H 27.72 -0.88 -12.31 0.17
H 27.08 -1.69 -13.66 0.06
H 30.02 -3.09 -14.89 0.14
H 28.48 -2.46 -15.34 0.09
C 30.11 4.71 -12.29 -0.65
O 30.38 5.00 -13.64 -0.15
N 30.92 5.05 -11.33 0.17
N 29.03 4.18 -11.90 0.15
H 31.74 5.52 -11.67 0.12
H 30.72 5.06 -10.33 0.13
H 28.34 3.79 -12.55 0.10
H 28.66 4.40 -10.93 0.16
C 25.76 3.53 -14.20 -0.68
O 25.02 2.44 -13.85 -0.12
N 25.15 4.65 -14.47 0.14
N 27.05 3.51 -14.32 0.15
H 24.15 4.57 -14.16 0.15
H 25.54 5.58 -14.60 0.12
H 27.49 2.53 -14.23 0.10
H 27.44 4.38 -14.74 0.13
C 27.91 3.31 -17.54 -0.18
O 27.16 4.49 -17.41 -0.11
H 28.92 3.34 -17.09 0.09
H 27.83 2.91 -18.55 0.08
H 27.38 2.57 -16.98 0.05
H 26.30 4.12 -17.24 0.07
C 27.82 -1.29 -18.06 -0.13
O 27.52 -1.24 -16.67 -0.17
H 28.86 -1.15 -18.15 0.06
H 27.22 -0.50 -18.61 0.11
H 27.71 -2.30 -18.47 0.08
H 27.05 -0.38 -16.53 0.08
```

---

# 8
Computed, not measured: a 8-piece molecular cluster, C11H38O11 overall, with ωB97M-V/def2-TZVPD.

Summary:
**Largest force on an atom**: 2.2 eV Å⁻¹
**Charge**: 0
**Energy relative to the best compared isomer or geometry (same formula, charge and spin)**: 2.412 eV
**Calculated total energy**: -34540.786 eV
**SMILES string**: OCCO.OCCO.OCCO.CO.CO.CO.CO.CO
**Kohn-Sham gap**: 9.446 eV

Geometry as XYZ:
```
60
Properties=species:S:1:pos:R:3:lowdin_charge:R:1
C 2.75 -2.73 -1.02 -0.12
O 1.36 -2.91 -0.82 -0.15
H 3.04 -1.68 -1.13 0.08
H 3.24 -3.18 -0.16 0.08
H 2.98 -3.32 -1.90 0.09
H 1.17 -3.84 -0.73 0.10
C 4.04 2.99 0.39 -0.18
O 3.33 4.02 1.03 -0.12
H 4.46 2.26 1.09 0.08
H 3.51 2.42 -0.38 0.06
H 4.84 3.43 -0.20 0.07
H 3.79 4.21 1.85 0.07
C -2.50 3.37 -1.48 -0.11
O -3.22 3.59 -0.29 -0.13
H -3.05 3.75 -2.35 0.09
H -1.59 3.96 -1.45 0.09
H -2.27 2.34 -1.77 0.09
H -2.99 4.49 -0.05 0.12
C 0.36 0.50 -0.02 -0.14
O 0.91 -0.61 0.59 -0.12
H -0.72 0.63 0.05 0.06
H 0.86 1.36 0.42 0.10
H 0.56 0.55 -1.09 0.08
H 0.96 -1.34 -0.03 0.04
C 3.53 0.32 -3.30 -0.18
O 4.42 1.28 -2.82 -0.11
H 3.10 0.66 -4.25 0.08
H 4.12 -0.54 -3.60 0.08
H 2.70 0.13 -2.61 0.06
H 5.30 1.07 -3.14 0.08
C 2.23 -2.05 2.93 -0.25
C 1.07 -2.36 3.86 -0.24
O 1.31 -1.71 5.11 -0.07
O 2.39 -0.67 2.60 -0.09
H 2.20 -2.53 1.95 0.09
H 3.15 -2.37 3.41 0.12
H 0.88 -3.43 3.94 0.11
H 0.15 -1.94 3.46 0.11
H 0.87 -0.86 5.13 0.08
H 1.73 -0.48 1.93 0.00
C -1.76 -1.54 -1.78 -0.24
C -2.11 -3.01 -1.92 -0.27
O -3.33 -3.26 -1.28 -0.04
O -2.67 -0.84 -2.61 -0.05
H -0.73 -1.28 -2.02 0.11
H -1.88 -1.29 -0.73 0.11
H -1.36 -3.62 -1.42 0.10
H -2.11 -3.35 -2.96 0.12
H -3.50 -4.19 -1.44 0.09
H -3.51 -1.19 -2.31 0.08
C -5.01 1.52 1.40 -0.25
C -3.67 0.91 1.82 -0.24
O -2.61 1.82 1.57 -0.07
O -5.10 1.62 0.01 -0.06
H -5.05 2.53 1.82 0.11
H -5.90 1.11 1.87 0.12
H -3.54 -0.11 1.46 0.11
H -3.74 0.79 2.90 0.11
H -2.85 2.31 0.78 0.01
H -4.52 2.32 -0.31 0.03
```

---

> What is the formula in the third record?

C11H34NO5PS5Si

---

> Which of these has the lowest largest force on an atom?

C11H32N2O5

---

> What is the largest force on an atom in the second record?

4.6 eV Å⁻¹

---

> The highest charge belongs to which entry?

C11H34BN3P2SeSm